(1)
{
  "formula": "C19H13Cl52IO3",
  "method": "the ωB97M-V functional and the def2-TZVPD basis",
  "elements": ["C", "C", "O", "C", "O", "C", "C", "I", "O", "C", "H", "H", "H", "H", "H", "H", "H", "H", "H", "H", "H", "H", "H", "C", "Cl", "Cl", "Cl", "Cl", "C", "Cl", "Cl", "Cl", "Cl", "C", "Cl", "Cl", "Cl", "Cl", "C", "Cl", "Cl", "Cl", "Cl", "C", "Cl", "Cl", "Cl", "Cl", "C", "Cl", "Cl", "Cl", "Cl", "C", "Cl", "Cl", "Cl", "Cl", "C", "Cl", "Cl", "Cl", "Cl", "C", "Cl", "Cl", "Cl", "Cl", "C", "Cl", "Cl", "Cl", "Cl", "C", "Cl", "Cl", "Cl", "Cl", "C", "Cl", "Cl", "Cl", "Cl", "C", "Cl", "Cl", "Cl", "Cl"],
  "positions_angstrom": [[0.78123, 0.99480, -5.12833], [0.52672, 0.24715, -3.65623], [1.18414, -1.07002, -3.76051], [0.71290, -1.98375, -2.69306], [0.45263, -3.29661, -3.37203], [-0.90062, -3.32865, -3.94682], [1.92386, -2.26449, -1.62613], [1.67277, -4.30902, -0.87825], [2.10487, -1.23589, -0.59257], [0.89401, -1.02010, 0.21174], [0.19990, 0.46307, -6.00263], [0.52419, 2.13612, -5.10051], [1.94450, 0.88643, -5.34511], [1.07845, 0.90517, -2.84638], [-0.62954, 0.14759, -3.47583], [-0.30623, -1.65529, -2.22248], [-1.70800, -3.11877, -3.10545], [-0.92850, -2.51126, -4.80276], [-1.06741, -4.38584, -4.45516], [2.93279, -2.26895, -2.26514], [0.42922, -1.98249, 0.68710], [0.09539, -0.37749, -0.39706], [1.22152, -0.31796, 1.11957], [-3.71554, 0.91340, -1.58965], [-2.73610, -0.54909, -1.86602], [-5.43968, 0.52502, -1.81592], [-3.45189, 1.49927, 0.07227], [-3.23452, 2.17822, -2.74866], [-0.82468, 3.76150, 2.62152], [-0.72477, 4.70844, 4.12746], [-1.30220, 4.83044, 1.27839], [0.76490, 3.03808, 2.26847], [-2.03635, 2.46917, 2.81176], [-4.20552, 6.16549, 6.32416], [-3.64161, 4.66032, 5.55540], [-5.61472, 6.79518, 5.43402], [-4.66952, 5.83250, 8.01192], [-2.89643, 7.37376, 6.29538], [-2.95773, -3.68630, 0.52473], [-2.35773, -4.29054, 2.08979], [-1.62043, -3.65586, -0.65230], [-4.24877, -4.76017, -0.07088], [-3.60397, -2.03895, 0.73226], [-7.32630, -1.39846, 3.14882], [-8.30136, -0.13473, 2.35712], [-7.05375, -0.95754, 4.85352], [-8.19203, -2.95372, 3.06877], [-5.75835, -1.54790, 2.31596], [0.27301, -7.88586, -2.85034], [-0.17454, -9.24966, -3.90592], [1.16660, -6.66990, -3.79777], [-1.20205, -7.14734, -2.17689], [1.30177, -8.47641, -1.52092], [-7.45517, 4.24778, 2.29933], [-6.65576, 5.80018, 2.65364], [-8.96806, 4.54874, 1.40755], [-6.37364, 3.23532, 1.30941], [-7.82307, 3.40695, 3.82645], [4.33741, 4.89612, 0.44189], [5.14578, 4.52152, 1.98486], [2.61009, 5.21681, 0.73891], [5.09148, 6.33535, -0.28938], [4.50235, 3.51109, -0.66668], [4.26041, -1.35406, -5.71818], [4.36032, -0.40712, -4.21224], [3.78289, -0.28512, -7.06132], [5.84999, -2.07748, -6.07124], [3.04874, -2.64639, -5.52795], [7.35672, -4.43949, -2.94059], [6.14931, -3.13837, -3.09473], [6.53240, -5.97267, -2.56042], [8.24682, -4.60833, -4.47485], [8.49824, -4.03863, -1.63266], [8.47613, 8.24976, -1.04923], [6.73370, 8.28709, -1.41949], [9.15332, 9.88968, -1.21283], [8.71641, 7.67171, 0.61896], [9.30095, 7.15066, -2.18330], [2.92706, -1.25752, 4.19833], [3.99816, -1.76145, 2.86667], [1.95527, -2.64994, 4.73822], [3.91106, -0.65747, 5.55716], [1.84398, 0.03863, 3.63143], [-3.77360, -2.34307, 7.31992], [-5.09766, -2.74796, 8.44129], [-3.07978, -0.76367, 7.76579], [-2.50988, -3.59544, 7.41648], [-4.40692, -2.26532, 5.65640]],
  "forces_ev_per_a": [[0.8, -0.6, 0.4], [0.3, 1.4, -1.5], [-2.2, 0.3, 2.4], [0.1, -1.3, -1.2], [-1.1, 2.0, 0.7], [-0.1, 0.3, -0.9], [0.9, 1.5, -1.4], [0.7, 0.6, 0.3], [-2.0, -1.9, -1.0], [-0.4, 1.7, 1.1], [1.1, 1.0, 1.9], [0.3, -2.2, 0.1], [-2.6, 0.3, 0.4], [-1.3, -1.4, -1.4], [2.3, 0.2, -0.1], [2.1, -0.2, -0.7], [1.6, -0.5, -2.0], [-0.3, -1.6, 1.7], [0.4, 2.2, 1.3], [-2.3, 0.0, 1.6], [1.0, 1.6, -1.2], [1.5, -1.6, 1.2], [-0.6, -1.7, -2.2], [-0.1, 0.1, -0.1], [-0.2, 0.5, -0.3], [0.4, 0.1, 0.1], [0.0, -0.2, -0.5], [-0.1, -0.3, 0.3], [0.1, 0.1, 0.1], [0.2, -0.3, -0.5], [0.1, -0.3, 0.3], [-0.6, 0.0, 0.2], [0.2, 0.3, 0.1], [-0.1, 0.0, 0.0], [-0.4, 0.4, 0.3], [0.5, -0.1, 0.5], [0.1, 0.1, -0.4], [-0.3, -0.3, 0.0], [-0.1, 0.0, 0.0], [-0.1, 0.2, -0.4], [-0.6, -0.1, 0.6], [0.3, 0.3, 0.1], [0.9, -0.7, -0.2], [-0.2, 0.2, 0.1], [0.2, -0.3, 0.1], [-0.5, 0.1, -0.6], [0.2, 0.4, 0.0], [-1.1, 0.0, 0.7], [0.1, 0.1, -0.1], [0.1, 0.3, 0.3], [-0.3, -0.4, 0.2], [0.3, -0.1, -0.1], [-0.2, 0.2, -0.3], [0.0, 0.0, 0.0], [-0.3, -0.5, -0.4], [0.3, -0.1, 0.2], [-0.2, 0.2, 0.2], [0.1, 0.2, -0.4], [-0.1, 0.1, 0.0], [-0.2, 0.1, -0.4], [0.5, 0.0, -0.2], [-0.4, -1.0, 0.5], [-0.1, 0.3, 0.3], [-0.1, -0.3, -0.1], [0.1, -0.2, -0.3], [0.2, -0.2, 0.3], [-0.4, 0.3, -0.3], [0.5, 0.3, -0.1], [-0.1, 0.0, 0.1], [0.4, -0.5, 0.4], [0.2, 0.4, -0.1], [-0.2, 0.1, 0.3], [-0.3, -0.1, -0.3], [0.1, 0.0, 0.0], [0.8, 0.6, -0.3], [-0.2, -0.4, 0.0], [-0.1, 0.1, -0.4], [-0.2, 0.3, 0.3], [0.1, -0.1, -0.1], [-0.3, 0.1, 0.3], [0.2, 0.3, -0.1], [-0.3, -0.1, -0.3], [0.2, -0.2, 0.3], [0.1, 0.0, -0.1], [0.3, 0.1, -0.3], [-0.2, -0.4, -0.1], [-0.3, 0.3, 0.0], [0.6, -0.2, 0.6]],
  "mulliken_charge": [-0.74, 0.20, 0.00, 0.86, 0.01, -0.38, -0.34, 0.04, -0.30, 0.45, 0.24, 0.34, 0.03, 0.14, -0.06, -0.74, 0.05, 0.18, 0.22, 0.16, 0.16, 0.08, -0.35, -0.01, 0.04, -0.07, 0.10, -0.10, 0.18, -0.07, -0.11, 0.03, -0.03, 0.30, -0.02, -0.08, -0.10, -0.10, -0.05, -0.08, 0.12, -0.12, 0.11, 0.19, -0.07, -0.09, -0.10, 0.06, 0.16, -0.10, 0.00, -0.04, -0.08, 0.24, -0.08, -0.10, 0.01, -0.08, 0.22, -0.11, -0.04, -0.02, -0.07, 0.13, -0.03, -0.10, -0.05, 0.01, 0.27, 0.02, -0.09, -0.11, -0.10, 0.36, -0.10, -0.09, -0.09, -0.09, 0.22, -0.06, -0.09, -0.10, -0.02, 0.25, -0.11, -0.09, -0.10, 0.06],
  "e_lumo_ha": -0.00675,
  "total_charge": 0,
  "homo_ha": -0.331
}

(2)
{
  "formula": "C19H13N5OS",
  "method": "the ωB97M-V functional and the def2-TZVPD basis",
  "elements": ["O", "C", "N", "C", "C", "C", "N", "C", "N", "C", "C", "C", "H", "H", "C", "C", "C", "N", "C", "N", "C", "C", "C", "H", "H", "H", "H", "H", "H", "H", "H", "C", "C", "C", "C", "S", "H", "H", "H"],
  "positions_angstrom": [[-0.02154, 3.73471, 5.02683], [0.21110, 3.21799, 3.80186], [-0.56773, 3.39688, 2.79600], [-0.76762, 2.86976, 1.59625], [-0.56587, 1.65904, 1.40241], [-0.79081, 0.99587, 0.36939], [-0.76064, -0.28891, 0.00222], [-0.76264, -0.30694, -1.49883], [-1.08233, 0.89696, -1.89070], [-1.12174, 1.67543, -0.85863], [-1.18961, 2.94878, -0.56076], [-0.99317, 3.67376, 0.59411], [-1.36411, 4.82147, 0.50723], [-1.59660, 3.53120, -1.51014], [-0.75808, -1.47209, -2.36140], [-0.57858, -2.77173, -1.67821], [-0.64271, -3.79579, -2.73581], [-0.28493, -5.15736, -2.48026], [-0.28324, -5.86045, -3.82690], [-0.80509, -4.96598, -4.56099], [-0.77248, -3.62483, -4.05959], [-1.22173, -2.48049, -4.31209], [-1.15216, -1.47447, -3.56070], [-1.53488, -0.45006, -3.80073], [-1.18104, -2.31895, -5.62900], [-0.21534, -6.86305, -3.99003], [-0.03437, -5.54251, -1.77239], [-0.07848, -3.05249, -0.73314], [-0.40127, -1.12123, 0.56128], [-0.36310, 0.89921, 2.45258], [-1.20017, 4.20844, 3.09425], [1.52997, 2.60377, 3.58238], [2.12229, 1.70165, 4.57242], [3.24072, 1.29881, 4.01623], [3.50880, 1.62523, 2.77778], [2.42550, 2.41303, 2.21843], [4.50509, 1.34774, 2.04240], [3.78269, 0.44267, 4.80226], [1.76592, 1.58492, 5.60398]],
  "forces_ev_per_a": [[0.5, -2.3, -5.7], [2.8, 1.6, 6.9], [-3.8, 5.2, 3.6], [0.9, 6.1, 2.6], [2.6, -9.7, 10.0], [-1.5, -3.6, -8.1], [1.9, -4.3, -1.9], [-1.5, 2.0, 2.8], [0.3, -2.4, -3.6], [1.7, -1.1, 5.5], [-2.8, 6.8, -6.1], [-3.2, 4.1, -5.0], [1.4, -2.9, 0.9], [1.1, -0.5, 1.9], [2.2, -3.7, 11.0], [0.8, -0.4, -4.5], [3.2, -2.2, 7.7], [-3.3, 4.4, -12.8], [-2.4, 7.2, 4.7], [1.0, 0.9, -5.4], [0.2, -9.6, 2.9], [-1.4, 1.7, -14.1], [-2.9, 8.8, -2.3], [0.5, -1.0, -0.8], [-1.2, 0.0, 3.8], [0.3, -2.5, -0.3], [3.8, -5.3, 11.1], [-0.7, 0.6, -0.5], [-0.7, 1.9, -1.0], [-0.4, 2.5, -3.0], [0.7, -1.6, -0.9], [-1.2, -2.4, 3.4], [-3.7, 4.2, -0.5], [4.9, -7.4, 7.3], [12.4, -6.6, -1.3], [-8.7, 8.2, -7.1], [-3.1, 0.7, 2.6], [-0.6, 2.6, -2.9], [0.1, 0.0, -0.8]],
  "nbo_charge": [-0.66, 0.65, -0.56, 0.08, -0.22, 0.13, -0.54, 0.41, -0.44, 0.07, -0.15, -0.25, 0.24, 0.20, -0.05, -0.25, 0.17, -0.55, 0.24, -0.43, 0.03, -0.10, -0.27, 0.25, 0.19, 0.20, 0.35, 0.22, 0.42, 0.19, 0.42, -0.45, -0.19, -0.25, -0.60, 0.75, 0.27, 0.21, 0.26],
  "e_lumo_ha": -0.01581,
  "total_charge": 0,
  "homo_ha": -0.305
}

(3)
{
  "formula": "C19H13N6SSn",
  "method": "the ωB97M-V functional and the def2-TZVPD basis",
  "elements": ["Sn", "N", "C", "N", "C", "N", "C", "C", "N", "C", "C", "N", "H", "H", "H", "H", "H", "S", "C", "C", "C", "C", "C", "C", "N", "C", "C", "C", "C", "C", "C", "C", "H", "H", "H", "H", "H", "H", "H", "H"],
  "positions_angstrom": [[0.57150, -0.22290, 1.46495], [5.18623, 0.08317, 0.76216], [4.20046, -0.74026, 1.12630], [3.04421, -0.14295, 0.91169], [3.40416, 1.05896, 0.38075], [4.69928, 1.23560, 0.27365], [2.38036, 1.95328, -0.18541], [2.68208, 3.20774, -0.69893], [1.76185, 3.96310, -1.28308], [0.53680, 3.45783, -1.37070], [0.21688, 2.21070, -0.85676], [1.13664, 1.46026, -0.25116], [6.18259, -0.06567, 0.80599], [4.36878, -1.71525, 1.55119], [3.69353, 3.58984, -0.64421], [-0.21899, 4.06050, -1.85758], [-0.78406, 1.80834, -0.93697], [-3.40275, -1.68737, -0.60832], [-3.80843, -0.09605, -0.04466], [-5.03912, 0.55365, -0.07560], [-5.10914, 1.82445, 0.45791], [-3.98056, 2.43755, 1.01811], [-2.76084, 1.79435, 1.04712], [-2.67836, 0.51410, 0.49947], [-1.53673, -0.27879, 0.43434], [-1.77816, -1.44562, -0.09993], [-0.70055, -2.42886, -0.22896], [-0.91684, -3.67538, -0.80736], [0.13806, -4.56364, -0.92579], [1.39552, -4.19818, -0.46869], [1.59424, -2.95224, 0.11667], [0.55673, -2.03797, 0.25393], [-5.91353, 0.07754, -0.49738], [-6.05275, 2.35214, 0.45267], [-4.07089, 3.42917, 1.43965], [-1.89315, 2.26330, 1.49943], [-1.89908, -3.95731, -1.16863], [-0.02012, -5.53465, -1.37437], [2.22422, -4.88718, -0.56806], [2.58996, -2.70528, 0.45658]],
  "forces_ev_per_a": [[0.1, 0.0, -0.1], [0.1, 0.0, 0.0], [0.0, 0.2, 0.2], [0.2, -0.1, -0.1], [-0.3, -0.1, -0.3], [-0.1, 0.0, 0.0], [0.1, -0.2, 0.1], [0.0, 0.0, -0.1], [0.0, 0.0, 0.0], [0.0, 0.0, 0.0], [0.0, -0.1, 0.0], [0.0, 0.0, 0.3], [0.0, 0.0, 0.0], [0.0, 0.0, 0.0], [0.0, 0.0, 0.0], [0.0, 0.0, 0.0], [0.0, 0.0, 0.1], [0.0, 0.0, 0.0], [-0.1, 0.0, 0.0], [0.0, 0.0, 0.0], [0.0, 0.0, 0.0], [0.0, 0.0, 0.0], [0.0, 0.0, 0.0], [0.1, 0.0, 0.1], [-0.1, 0.2, 0.0], [0.1, -0.1, -0.1], [0.0, 0.0, -0.1], [0.0, 0.0, 0.0], [0.0, 0.0, 0.0], [0.0, 0.0, 0.0], [0.0, 0.0, 0.0], [0.0, -0.2, 0.0], [0.0, 0.0, 0.0], [0.0, 0.0, 0.0], [0.0, 0.0, 0.0], [0.0, -0.1, 0.0], [0.0, 0.0, 0.0], [0.0, 0.0, 0.0], [0.0, 0.0, 0.0], [0.0, 0.0, 0.0]],
  "nbo_charge": [1.18, -0.32, 0.22, -0.53, 0.28, -0.22, 0.13, 0.04, -0.32, 0.01, 0.02, -0.44, 0.44, 0.23, 0.23, 0.22, 0.23, 0.48, -0.23, -0.20, -0.19, -0.19, -0.24, 0.17, -0.59, 0.10, -0.06, -0.18, -0.20, -0.18, -0.21, -0.46, 0.24, 0.23, 0.23, 0.23, 0.22, 0.23, 0.22, 0.19],
  "e_lumo_ha": -0.12898,
  "total_charge": 1,
  "homo_ha": -0.423
}